[1]
Molecular formula: C26H74NO12
Method: DFT, the ωB97M-V functional and the def2-TZVPD basis

```
113
Properties=species:S:1:pos:R:3:forces:R:3:lowdin_charge:R:1
C 0.524 -0.769 2.700 -0.144 0.581 -0.705 -0.101
C 0.137 0.640 2.098 0.628 -1.451 -0.739 -0.218
C -0.924 0.402 0.973 -0.830 0.684 0.941 -0.217
C -1.984 1.577 0.842 -0.241 -1.694 -0.847 -0.169
C -3.356 0.889 0.494 0.237 0.692 -0.402 -0.220
C -4.547 1.880 0.201 0.312 -0.576 -0.040 -0.187
C -5.842 1.547 1.021 0.840 0.376 0.419 -0.187
C -6.240 0.029 1.066 -0.526 0.760 -0.435 -0.196
C -6.122 -0.733 -0.290 -0.210 -1.123 0.599 -0.182
C -6.070 -2.304 -0.086 1.197 0.578 -0.486 -0.103
C -4.726 -2.750 0.598 -0.754 0.784 0.360 -0.281
C -3.485 -2.590 -0.383 -0.564 0.571 0.765 -0.002
N -2.637 -3.838 -0.333 -1.171 -0.039 0.780 -0.093
O -1.532 -3.801 -1.164 0.414 -0.337 -0.007 -0.042
C -0.511 -2.876 -0.743 1.406 2.452 -0.912 -0.196
C -0.239 -1.915 -1.962 -0.448 -0.688 0.290 -0.040
C -2.364 -4.263 1.065 -0.028 0.989 2.036 -0.035
C -3.737 -4.517 1.825 0.436 -1.537 -0.333 -0.135
O -4.875 -4.075 1.104 0.771 0.041 -0.599 -0.095
H 1.246 -0.683 3.538 -0.541 -0.234 -0.590 0.047
H -0.397 -1.330 2.977 0.526 0.388 0.187 0.059
H 0.979 -1.335 1.850 -0.062 0.213 0.720 0.071
H -0.192 1.348 2.880 0.024 -0.354 -0.487 0.107
H 1.064 1.005 1.603 -0.560 0.208 0.526 0.101
H -1.517 -0.507 1.267 0.398 0.567 -0.082 0.068
H -0.474 0.147 -0.011 -0.068 0.389 0.591 0.091
H -1.704 2.208 -0.026 -0.143 0.106 0.794 0.100
H -2.078 2.131 1.793 0.186 -0.055 -0.599 0.115
H -3.579 0.176 1.325 -0.041 0.448 -0.590 0.103
H -3.184 0.316 -0.454 -0.044 0.137 0.778 0.094
H -4.756 1.846 -0.895 0.052 0.047 0.703 0.096
H -4.163 2.906 0.396 -0.610 -0.529 0.062 0.113
H -5.620 1.840 2.076 -0.293 -0.147 -0.639 0.114
H -6.662 2.219 0.695 0.318 -0.600 0.034 0.110
H -7.317 -0.009 1.353 0.727 -0.090 -0.017 0.120
H -5.685 -0.443 1.902 -0.207 0.067 -0.657 0.095
H -5.228 -0.471 -0.891 -0.496 0.242 0.363 0.072
H -7.038 -0.546 -0.893 0.732 0.090 0.236 0.125
H -6.038 -2.732 -1.117 -0.465 -0.080 0.770 0.118
H -6.940 -2.661 0.493 0.526 0.032 -0.308 0.131
H -4.546 -2.092 1.483 0.032 -0.320 -0.626 0.140
H -2.927 -1.712 0.005 0.076 -0.779 -0.552 0.102
H -3.782 -2.425 -1.435 0.202 -0.218 0.519 0.136
H -3.249 -4.570 -0.721 0.408 0.054 -0.208 0.217
H -0.782 -2.220 0.103 -0.290 -0.716 -0.220 0.080
H 0.461 -3.348 -0.502 -0.903 -0.462 0.050 0.137
H 0.257 -2.507 -2.754 -0.339 0.478 0.217 0.090
H 0.414 -1.066 -1.686 -0.223 -0.555 0.013 0.072
H -1.212 -1.518 -2.331 0.693 -0.212 0.138 0.074
H -1.869 -3.437 1.625 -0.123 -0.321 -0.862 0.133
H -1.676 -5.124 1.125 -0.542 0.274 -0.511 0.153
H -3.690 -4.145 2.868 0.000 0.237 -0.662 0.140
H -3.832 -5.623 1.899 -0.229 0.720 0.025 0.138
C 3.435 -1.524 5.630 0.305 0.212 -0.023 -0.132
O 2.963 -0.443 4.829 -0.114 -0.023 -0.042 -0.148
H 2.672 -2.300 5.658 -0.062 0.114 -0.065 0.079
H 4.350 -1.935 5.196 -0.002 -0.136 0.155 0.060
H 3.629 -1.172 6.645 0.025 -0.195 0.045 0.083
H 3.654 0.225 4.822 0.046 0.028 0.032 0.064
C 6.940 -0.353 3.766 -0.152 0.346 -0.211 -0.147
O 6.514 0.758 4.555 -0.182 -0.158 0.214 -0.140
H 7.613 -0.967 4.358 -0.105 0.067 0.066 0.079
H 6.073 -0.949 3.473 0.144 -0.144 -0.041 0.057
H 7.464 0.007 2.877 0.049 -0.149 -0.022 0.083
H 5.923 1.283 4.010 0.069 0.113 -0.056 0.070
C 1.818 2.669 -1.106 0.468 -0.034 -0.051 -0.141
O 2.435 1.385 -1.039 -0.243 -0.169 0.026 -0.141
H 0.744 2.548 -0.962 0.038 -0.028 0.022 0.061
H 2.218 3.314 -0.319 -0.166 0.131 -0.049 0.087
H 2.002 3.118 -2.085 -0.192 0.185 0.069 0.075
H 3.382 1.516 -1.169 0.092 -0.117 -0.037 0.051
C -1.511 1.646 -3.527 0.104 -0.049 0.165 -0.140
O -0.100 1.557 -3.624 0.106 -0.075 -0.123 -0.119
H -1.899 2.082 -4.446 0.051 0.009 0.031 0.076
H -1.939 0.647 -3.391 -0.243 0.071 -0.001 0.056
H -1.783 2.286 -2.681 -0.263 -0.010 -0.052 0.078
H 0.211 1.173 -2.800 0.272 0.043 -0.017 0.034
C 2.915 4.427 -5.021 -0.348 0.307 -0.141 -0.155
O 2.508 5.527 -4.217 0.179 -0.150 0.179 -0.124
H 3.584 3.798 -4.436 -0.017 0.083 0.044 0.057
H 2.041 3.842 -5.319 0.144 -0.177 -0.064 0.078
H 3.443 4.782 -5.909 0.071 -0.187 -0.023 0.080
H 1.919 6.068 -4.749 -0.049 0.080 0.028 0.074
C 6.537 -4.643 4.704 -0.029 0.023 -0.283 -0.142
O 6.345 -3.373 4.085 -0.039 -0.075 0.184 -0.147
H 6.626 -4.493 5.777 -0.010 0.085 -0.060 0.081
H 5.682 -5.293 4.501 0.068 -0.115 0.117 0.075
H 7.451 -5.109 4.329 -0.023 -0.116 0.128 0.078
H 6.269 -3.527 3.140 0.018 0.065 -0.074 0.077
C 8.876 3.012 4.477 -0.114 0.430 -0.130 -0.159
O 9.108 3.467 3.145 0.118 -0.217 -0.048 -0.129
H 9.421 2.082 4.625 -0.020 0.033 -0.093 0.081
H 9.233 3.758 5.193 0.003 -0.129 0.125 0.077
H 7.812 2.832 4.627 0.089 -0.113 0.220 0.055
H 8.621 4.286 3.033 0.015 0.072 -0.063 0.068
C -4.421 3.031 -5.978 0.176 0.046 -0.421 -0.170
O -3.266 3.725 -6.442 0.014 0.052 0.239 -0.128
H -4.577 3.279 -4.931 0.106 0.011 -0.042 0.072
H -5.298 3.336 -6.555 -0.103 -0.099 0.112 0.080
H -4.270 1.954 -6.072 -0.192 -0.018 0.126 0.064
H -3.144 3.494 -7.366 0.059 0.053 -0.066 0.073
C 5.882 0.778 -3.162 -0.172 0.157 -0.119 -0.143
O 5.476 1.889 -2.365 -0.182 -0.114 0.238 -0.129
H 6.544 0.152 -2.569 -0.028 0.101 0.047 0.080
H 5.009 0.193 -3.464 0.104 -0.109 -0.068 0.077
H 6.416 1.128 -4.048 0.037 -0.150 -0.015 0.080
H 4.895 2.430 -2.906 0.070 0.135 -0.035 0.054
C -4.883 -0.578 -4.023 -0.276 0.304 0.089 -0.140
O -4.969 0.823 -3.797 0.217 -0.151 0.115 -0.134
H -3.978 -0.789 -4.590 -0.015 0.125 0.013 0.082
H -4.838 -1.105 -3.063 -0.011 -0.213 -0.095 0.043
H -5.753 -0.913 -4.594 0.096 -0.246 0.024 0.087
H -5.775 0.986 -3.299 -0.043 0.096 -0.025 0.076
```
Forces are in eV/Å.

Output
- LUMO level (Ha) = -0.09040
- calculated total energy (Eh) = -1992.1191
- 2S+1 = 1
- charge = +1

***

[2]
Molecular formula: C26H74O18
Method: DFT, the ωB97M-V functional and the def2-TZVPD basis

```
118
Properties=species:S:1:pos:R:3:forces:R:3:lowdin_charge:R:1
C -6.131 0.981 0.196 -0.849 -0.322 -0.037 -0.069
C -6.029 -0.387 0.879 0.241 0.057 0.792 -0.424
C -5.501 -1.529 -0.031 0.353 -0.613 -0.555 -0.069
O -5.178 -0.161 2.084 -0.312 -0.673 -1.742 -0.092
H -6.826 1.026 -0.653 -0.101 -0.312 0.244 0.079
H -5.173 1.162 -0.254 0.735 0.551 -0.034 0.064
H -6.434 1.771 0.913 0.454 -0.493 -0.365 0.089
H -7.021 -0.731 1.257 0.764 0.460 -0.027 0.138
H -5.725 -2.542 0.374 0.090 0.780 -0.011 0.078
H -4.405 -1.540 -0.243 -0.537 0.444 0.546 0.067
H -5.931 -1.524 -1.060 -0.141 0.290 0.772 0.080
H -4.277 0.009 1.731 -0.600 -0.223 0.496 0.061
C 1.395 1.110 -5.682 0.444 2.235 -0.771 -0.078
C 1.197 -0.361 -5.665 -1.580 -0.278 0.470 -0.534
C 2.420 -1.038 -6.229 0.031 -1.668 0.107 -0.057
O 0.960 -0.614 -4.298 0.466 0.161 0.904 -0.057
H 1.192 1.536 -6.727 0.568 -0.425 1.497 0.110
H 2.468 1.224 -5.389 -0.701 0.612 -0.368 0.087
H 0.783 1.693 -4.926 0.488 -0.975 -0.981 0.090
H 0.252 -0.611 -6.180 0.493 -0.153 -0.355 0.144
H 2.665 -0.504 -7.134 0.118 -0.362 -0.709 0.073
H 2.361 -2.178 -6.354 -0.180 1.720 -0.107 0.112
H 3.265 -0.863 -5.570 0.072 0.088 0.345 0.064
H 0.626 -1.487 -4.153 -0.311 -1.091 0.102 0.068
C -1.674 -1.675 4.551 -1.174 0.270 0.219 -0.034
C -2.584 -0.530 4.069 -0.494 0.243 1.469 -0.440
C -2.457 0.718 4.982 0.369 -0.089 -0.850 -0.041
O -2.276 -0.157 2.733 -0.838 0.474 -0.106 -0.064
H -1.689 -2.562 3.927 -0.020 0.068 -0.388 0.067
H -1.975 -2.010 5.540 -0.213 0.078 0.148 0.084
H -0.686 -1.300 4.672 1.119 0.264 -0.137 0.062
H -3.651 -0.813 4.137 0.493 -0.170 -0.488 0.133
H -2.604 0.481 6.027 0.073 -0.133 0.261 0.075
H -3.187 1.477 4.710 -0.315 -0.088 -0.125 0.069
H -1.486 1.199 4.819 0.122 -0.260 0.253 0.079
H -1.423 -0.520 2.536 0.770 -0.442 -0.522 0.040
C 0.111 -4.455 2.447 0.148 1.112 -1.356 -0.035
C 1.221 -4.572 1.384 -0.274 0.786 0.794 -0.447
C 1.015 -5.744 0.481 0.130 -0.167 -1.608 -0.046
O 1.292 -3.369 0.581 -0.081 -1.949 -0.897 -0.092
H 0.456 -3.758 3.234 -0.418 -0.569 -0.115 0.075
H -0.108 -5.459 2.764 -0.182 -0.186 0.742 0.070
H -0.785 -4.024 1.942 0.425 -0.285 0.477 0.090
H 2.144 -4.743 1.935 0.425 0.340 -0.125 0.140
H 0.173 -5.566 -0.201 0.109 0.067 0.074 0.073
H 0.748 -6.630 1.037 0.201 -0.295 0.286 0.078
H 1.903 -5.962 -0.165 -0.629 0.185 0.613 0.102
H 1.371 -2.562 1.073 0.173 0.668 0.933 0.039
O -1.310 -3.632 -4.045 0.780 0.392 -0.745 -0.050
C -1.726 -4.344 -2.919 -0.379 -1.985 -0.423 -0.268
C -1.404 -3.610 -1.662 -0.013 0.631 0.692 -0.259
O -0.057 -3.254 -1.799 0.716 0.413 -0.247 -0.086
H -2.038 -3.104 -4.352 -0.378 0.359 -0.208 0.081
H -2.773 -4.618 -3.094 -0.124 0.089 0.724 0.123
H -1.174 -5.313 -2.930 -0.164 0.657 0.065 0.132
H -1.553 -4.188 -0.739 -0.210 -0.195 -0.305 0.117
H -2.027 -2.706 -1.569 -0.036 -0.035 -0.051 0.109
H 0.415 -3.257 -0.952 -0.186 -0.112 0.417 0.032
O 2.014 2.549 1.554 -0.363 0.293 -0.134 -0.085
C 1.525 3.890 1.740 0.079 -0.435 0.791 -0.217
C 2.595 4.891 1.505 0.951 -0.302 -1.305 -0.223
O 2.848 5.084 0.099 -0.130 0.056 0.504 -0.081
H 1.805 2.163 0.684 0.034 0.065 -0.132 0.066
H 0.700 4.176 1.077 -0.270 -0.581 0.270 0.129
H 1.258 3.932 2.818 -0.301 0.134 -0.677 0.135
H 3.522 4.560 2.006 -0.267 0.340 -0.072 0.129
H 2.253 5.846 1.845 -0.006 0.655 0.637 0.113
H 2.511 4.339 -0.421 0.255 -0.113 -0.064 0.035
O 1.436 0.702 3.392 -0.875 1.407 -0.647 -0.111
C 2.726 0.303 3.771 0.655 0.199 -0.992 -0.243
C 2.832 -1.158 3.353 -0.059 -0.084 1.552 -0.224
O 2.796 -1.382 1.960 0.192 0.396 0.073 -0.076
H 1.540 1.531 2.835 -0.197 -0.885 0.395 0.062
H 3.458 0.940 3.237 -0.070 -0.472 -0.069 0.129
H 2.933 0.518 4.823 -0.267 -0.593 0.187 0.120
H 1.974 -1.683 3.862 0.688 0.259 -0.439 0.124
H 3.768 -1.548 3.769 -0.117 -0.271 -0.310 0.123
H 2.321 -0.653 1.529 0.116 -0.119 0.190 0.072
O 3.859 -3.818 -0.692 1.799 1.829 -0.752 -0.061
C 4.165 -2.400 -0.929 -0.259 -0.905 0.260 -0.195
C 3.576 -1.832 -2.227 -0.904 -0.134 0.216 -0.187
O 3.654 -0.396 -2.085 0.766 -0.082 -0.732 -0.099
H 2.918 -3.839 -0.655 -1.326 -0.112 0.348 0.014
H 3.787 -1.766 -0.132 -0.518 -0.192 0.251 0.087
H 5.238 -2.225 -0.819 0.066 -0.514 -0.560 0.123
H 2.467 -2.045 -2.287 1.208 -0.228 -0.057 0.113
H 4.064 -2.177 -3.165 -0.263 0.194 0.661 0.131
H 4.225 -0.048 -2.783 -0.242 0.021 0.277 0.106
O 2.096 3.565 -2.079 -0.494 -1.038 0.845 -0.077
C 1.984 4.272 -3.268 -0.833 1.270 -1.265 -0.253
C 2.029 5.778 -3.037 -0.321 0.579 0.354 -0.220
O 0.887 6.209 -2.273 0.560 0.192 -1.723 -0.051
H 1.543 2.759 -2.135 0.645 0.426 0.369 0.092
H 2.813 4.083 -3.907 0.871 -0.607 -0.753 0.103
H 1.057 3.973 -3.796 0.351 0.375 0.152 0.128
H 2.105 6.414 -3.930 -0.474 -0.702 -0.221 0.122
H 2.957 6.054 -2.515 -0.142 -0.356 0.291 0.119
H 1.165 5.926 -1.428 -0.046 -0.272 2.072 0.024
O -4.479 3.768 1.501 -0.676 2.753 1.854 -0.048
C -3.376 4.650 1.758 -0.114 -1.216 0.878 -0.207
C -2.220 3.863 2.401 0.559 0.955 0.686 -0.254
O -1.880 2.751 1.615 -0.398 -2.416 0.367 -0.108
H -4.133 3.091 0.999 1.085 -2.526 -1.800 0.007
H -3.025 5.080 0.846 0.100 0.650 -0.693 0.106
H -3.746 5.381 2.478 0.147 0.228 -0.284 0.122
H -2.548 3.584 3.412 0.199 -0.169 -0.148 0.112
H -1.269 4.484 2.503 -1.316 -0.399 -0.080 0.120
H -2.117 1.865 2.061 0.382 1.898 -0.631 0.097
O 0.146 -0.875 1.157 -0.713 0.172 -0.869 -0.094
C -0.355 -0.024 0.076 -0.378 -1.399 0.478 -0.163
C 0.631 0.019 -1.056 0.385 2.212 0.264 -0.137
O 1.756 1.011 -0.822 -2.027 -1.240 0.087 -0.103
H 0.407 -0.329 1.895 0.423 0.663 0.638 0.035
H -1.264 -0.531 -0.346 0.695 0.284 0.469 0.133
H -0.695 0.910 0.507 0.230 0.476 -0.254 0.104
H 0.044 0.277 -1.945 0.539 0.290 -0.122 0.119
H 0.979 -0.977 -1.196 0.679 -0.646 -0.137 0.080
H 2.582 0.631 -1.177 -0.224 -0.210 -0.179 0.050
```
Forces are in eV/Å.

Output
- LUMO level (Ha) = 0.01585
- calculated total energy (Eh) = -2389.1997
- SMILES string = CC(C)O.CC(C)O.CC(C)O.CC(C)O.OCCO.OCCO.OCCO.OCCO.OCCO.OCCO.OCCO
- 2S+1 = 1

***

> Look up the 2S+1 of the second one.

1